No. 1
Below is a structure of composition C15H21Cl2N2PdS5, with properties calculated with wB97M-V/def2-TZVPD.

Calculated values
* lowest unoccupied orbital energy: 2.49 eV
* net charge: -1
* ΔE to the lowest compared entry with this formula, charge and spin: 0.201 eV

Positions of all 46 atoms, in Å:
Pd1 0.114 1.074 0.130
Cl1 0.580 0.649 2.685
C1 -0.449 -0.668 3.132
C2 -0.653 -0.858 4.485
C3 -1.474 -1.875 4.942
C4 -2.075 -2.718 4.022
C5 -1.862 -2.523 2.676
Cl2 -2.646 -3.608 1.580
C6 -1.063 -1.484 2.152
S1 -0.918 -1.310 0.456
H1 -0.166 -0.196 5.184
H2 -1.653 -2.010 5.996
H3 -2.715 -3.525 4.350
C7 1.545 -1.431 -3.306
C8 1.384 -0.014 -3.825
S2 0.553 1.033 -2.566
C9 1.822 2.274 -2.156
C10 3.071 1.707 -1.511
S3 2.808 1.231 0.236
C11 3.351 -0.512 0.200
C12 2.434 -1.428 -0.585
S4 3.039 -1.690 -2.295
H4 1.635 -2.136 -4.132
H5 0.693 -1.707 -2.688
H6 0.734 -0.016 -4.700
H7 2.339 0.430 -4.098
H8 1.297 2.952 -1.466
H9 2.076 2.801 -3.079
H10 3.859 2.464 -1.513
H11 3.422 0.816 -2.031
H12 3.374 -0.813 1.248
H13 4.366 -0.524 -0.199
H14 1.413 -1.016 -0.622
H15 2.396 -2.414 -0.121
S5 -0.599 3.511 0.159
C13 -1.656 2.199 -0.040
N1 -2.279 1.957 -1.249
C14 -3.292 0.932 -1.089
C15 -3.488 0.850 0.434
N2 -2.535 1.813 0.952
H16 -1.680 1.913 -2.064
H17 -2.957 -0.028 -1.493
H18 -4.205 1.241 -1.610
H19 -3.278 -0.160 0.795
H20 -4.499 1.132 0.742
H21 -2.162 1.686 1.885

***

No. 2
Below is an isolated molecule of C4H11NO2, with properties calculated with wB97M-V/def2-TZVPD.

Calculated values
* lowest unoccupied orbital energy: 0.73 eV
* SMILES: C[C@@H](O)[C@H](N)CO
* ΔE to the lowest compared entry with this formula, charge and spin: 1.303 eV

Positions of all 18 atoms, in Å:
C1 1.385 1.961 0.184
C2 0.108 1.162 -0.110
O1 -0.200 1.120 -1.486
C3 0.177 -0.261 0.414
N1 0.956 -1.119 -0.523
C4 -1.225 -0.815 0.610
O2 -1.249 -2.128 1.118
H1 2.273 1.565 -0.305
H2 1.261 2.984 -0.168
H3 1.527 2.018 1.262
H4 -0.686 1.709 0.409
H5 -0.231 2.031 -1.794
H6 0.671 -0.368 1.393
H7 0.431 -1.918 -0.849
H8 1.155 -0.601 -1.377
H9 -1.799 -0.725 -0.321
H10 -1.784 -0.198 1.323
H11 -0.541 -2.641 0.691

***

No. 3
Below is a structure of composition C12H14GdN2PS, with properties calculated with wB97M-V/def2-TZVPD.

Calculated values
* lowest unoccupied orbital energy (spin up / spin down): -0.65 / -1.16 eV
* ΔE to the lowest compared entry with this formula, charge and spin: 4.772 eV
* multiplicity: 8

Positions of all 31 atoms, in Å:
C1 -0.600 1.470 -1.528
C2 -0.711 2.456 -2.520
C3 0.406 3.343 -2.451
C4 1.270 2.944 -1.388
C5 0.753 1.807 -0.754
Gd1 0.028 -1.583 0.333
P1 -0.627 -3.518 2.226
H1 -1.291 0.653 -1.289
H2 -1.526 2.531 -3.239
H3 0.571 4.195 -3.107
H4 1.145 1.269 0.116
H5 2.196 3.448 -1.112
H6 -0.927 -4.833 1.729
H7 -1.845 -3.388 2.975
H8 0.195 -3.941 3.321
N1 2.264 -2.069 0.957
C6 1.912 -1.292 2.159
N2 0.850 -0.500 1.992
C7 0.504 0.170 3.192
C8 -0.664 0.914 3.314
C9 -1.132 1.155 4.610
C10 -0.427 0.668 5.725
C11 0.745 -0.088 5.567
C12 1.209 -0.336 4.277
S1 2.417 -1.544 3.761
H9 2.757 -2.934 1.201
H10 2.947 -1.545 0.386
H11 -1.174 1.247 2.406
H12 -2.048 1.728 4.759
H13 -0.800 0.874 6.729
H14 1.294 -0.500 6.413

***

No. 4
Below is a cluster of 2 separate species, CHN2O5 in total, with properties calculated with wB97M-V/def2-TZVPD.

Calculated values
* lowest unoccupied orbital energy (spin up / spin down): 3.42 / 3.81 eV
* net charge: -1
* ΔE to the lowest compared entry with this formula, charge and spin: 1.349 eV

Positions of all 9 atoms, in Å:
C1 -0.536 -1.230 0.250
N1 0.473 -0.417 -0.511
N2 0.947 1.279 0.632
O1 -0.143 -1.724 1.288
O2 1.646 1.182 1.589
O3 -1.618 -1.289 -0.364
O4 0.424 2.227 0.121
O5 -0.109 0.145 -1.555
H1 -1.084 -0.173 -1.449

***

No. 5
Below is an isolated molecule of C4H10O, with properties calculated with wB97M-V/def2-TZVPD.

Calculated values
* lowest unoccupied orbital energy: 0.92 eV
* SMILES: CC(C)(C)O
* ΔE to the lowest compared entry with this formula, charge and spin: 2.384 eV

Positions of all 15 atoms, in Å:
C1 1.058 0.126 1.386
C2 0.052 0.232 0.173
C3 -1.183 -0.631 0.424
C4 0.299 -0.198 -1.633
O1 -0.223 1.587 -0.050
H1 1.091 -0.873 1.843
H2 2.066 0.426 1.109
H3 0.787 0.797 2.233
H4 -1.171 -1.248 1.326
H5 -2.109 -0.056 0.358
H6 -1.142 -1.290 -0.425
H7 0.312 -1.272 -1.835
H8 -0.582 0.123 -2.275
H9 1.150 0.251 -2.170
H10 -0.377 1.440 -1.003

***

No. 6
Below is a cluster of 3 separate species, CH3NO3 in total, with properties calculated with wB97M-V/def2-TZVPD.

Calculated values
* lowest unoccupied orbital energy: 3.73 eV
* net charge: -2
* ΔE to the lowest compared entry with this formula, charge and spin: 3.645 eV

Positions of all 8 atoms, in Å:
C1 -3.434 -1.527 -0.083
N1 -4.375 1.452 -0.051
O1 -4.675 1.461 1.197
O2 -5.250 1.445 -0.971
O3 13.385 0.017 0.151
H1 -4.116 -1.236 -0.886
H2 -4.211 -2.164 0.410
H3 12.676 0.551 0.233

***

No. 7
Below is a cluster of 9 separate species, C25H55N10O17 in total, with properties calculated with wB97M-V/def2-TZVPD.

Calculated values
* lowest unoccupied orbital energy: -4.46 eV
* net charge: +1

Positions of all 107 atoms, in Å:
C1 5.198 -0.863 2.390
C2 4.097 -1.884 1.826
C3 4.293 -2.278 0.286
N1 5.451 -2.942 -0.199
N2 5.810 -3.386 -1.387
C4 4.913 -3.197 -2.443
C5 3.589 -2.452 -2.189
C6 3.195 -1.943 -0.791
C7 1.846 -1.171 -0.471
C8 1.689 -0.034 -1.629
C9 0.566 1.044 -1.274
C10 1.018 2.045 -0.090
C11 -0.367 2.574 0.577
C12 -0.800 1.429 1.620
C13 -2.346 1.649 1.970
C14 -3.320 0.934 0.882
C15 -3.067 -0.681 0.861
C16 -4.490 -1.389 0.684
O1 -4.488 -2.795 1.076
C17 -3.619 -3.548 0.178
H1 5.297 -1.088 3.518
H2 6.237 -0.977 1.943
H3 4.783 0.204 2.337
H4 4.213 -2.863 2.425
H5 3.049 -1.498 2.033
H6 6.161 -3.111 0.543
H7 5.169 -3.588 -3.483
H8 2.881 -2.308 -3.075
H9 0.934 -1.877 -0.450
H10 1.968 -0.618 0.522
H11 1.560 -0.522 -2.649
H12 2.709 0.511 -1.648
H13 0.388 1.711 -2.192
H14 -0.398 0.469 -1.033
H15 1.663 1.489 0.687
H16 1.667 2.905 -0.471
H17 -1.133 2.690 -0.278
H18 -0.234 3.602 1.063
H19 -0.108 1.437 2.540
H20 -0.609 0.420 1.106
H21 -2.595 1.277 3.033
H22 -2.641 2.761 1.950
H23 -3.077 1.339 -0.167
H24 -4.391 1.201 1.164
H25 -2.554 -0.910 1.866
H26 -2.350 -0.852 -0.018
H27 -5.248 -0.852 1.360
H28 -4.767 -1.321 -0.426
H29 -3.743 -3.249 -0.921
H30 -2.534 -3.467 0.526
H31 -3.873 -4.672 0.220
C18 -1.691 -4.975 -4.132
N3 -2.153 -4.969 -2.718
O2 -1.513 -4.305 -1.916
O3 -3.142 -5.632 -2.461
H32 -0.806 -4.348 -4.218
H33 -1.460 -6.006 -4.397
H34 -2.502 -4.582 -4.743
C19 2.231 1.965 5.593
N4 2.270 1.848 4.111
O4 2.321 2.883 3.469
O5 2.246 0.714 3.645
H35 2.257 3.019 5.862
H36 1.307 1.502 5.935
H37 3.100 1.447 5.985
C20 3.655 -1.482 8.660
N5 3.243 -0.357 7.782
O6 3.407 0.775 8.206
O7 2.768 -0.649 6.695
H38 4.057 -1.076 9.587
H39 2.771 -2.087 8.856
H40 4.415 -2.053 8.128
C21 2.028 1.326 -5.375
N6 0.591 1.696 -5.293
O8 -0.170 0.886 -4.788
O9 0.276 2.786 -5.737
H41 2.161 0.335 -4.945
H42 2.308 1.330 -6.428
H43 2.591 2.070 -4.813
C22 -1.247 7.077 1.106
N7 -2.277 6.172 1.679
O10 -2.701 5.279 0.964
O11 -2.623 6.390 2.826
H44 -1.038 6.766 0.084
H45 -1.650 8.088 1.127
H46 -0.355 6.994 1.725
C23 -4.879 -0.825 4.353
N8 -4.817 -0.152 5.677
O12 -3.772 0.403 5.975
O13 -5.819 -0.204 6.368
H47 -3.923 -0.697 3.850
H48 -5.084 -1.880 4.529
H49 -5.680 -0.355 3.783
C24 -3.108 2.880 -5.919
N9 -4.429 3.481 -6.238
O14 -4.974 4.135 -5.365
O15 -4.873 3.274 -7.355
H50 -2.840 3.144 -4.898
H51 -3.204 1.800 -6.025
H52 -2.384 3.284 -6.625
C25 1.276 -2.354 -7.202
N10 0.819 -2.347 -5.787
O16 1.465 -1.683 -4.990
O17 -0.170 -3.008 -5.526
H53 2.161 -1.727 -7.287
H54 1.505 -3.385 -7.468
H55 0.463 -1.960 -7.811

***

No. 8
Below is a structure of composition C44H38HfN12S, with properties calculated with wB97M-V/def2-TZVPD.

Calculated values
* lowest unoccupied orbital energy: -5.62 eV
* net charge: +2
* ΔE to the lowest compared entry with this formula, charge and spin: 0.446 eV

Positions of all 96 atoms, in Å:
Hf1 -0.047 -0.436 0.722
C1 2.440 5.038 -2.245
C2 1.781 4.156 -1.213
C3 2.336 3.963 0.053
C4 1.757 3.110 0.971
C5 0.594 2.395 0.676
N1 0.017 1.451 1.596
C6 -0.137 1.908 2.943
C7 -0.480 3.240 3.201
C8 -0.662 3.725 4.477
C9 -0.546 2.888 5.585
C10 -0.780 3.392 6.988
C11 -0.250 1.562 5.342
C12 -0.032 1.074 4.056
N2 0.299 -0.324 3.953
C13 0.880 -1.090 4.896
C14 0.917 -2.388 4.438
C15 0.323 -2.337 3.184
N3 -0.042 -1.082 2.886
C16 0.022 2.635 -0.570
C17 0.608 3.483 -1.498
N4 -1.223 2.023 -0.937
C18 -2.244 2.610 -1.591
C19 -3.206 1.651 -1.817
C20 -2.694 0.494 -1.234
N5 -1.483 0.711 -0.720
H1 3.239 5.634 -1.805
H2 1.718 5.716 -2.704
H3 2.875 4.428 -3.041
H4 3.246 4.490 0.324
H5 2.203 3.020 1.953
H6 -0.606 3.906 2.356
H7 -0.920 4.769 4.618
H8 -0.607 4.466 7.051
H9 -0.124 2.895 7.703
H10 -1.811 3.205 7.302
H11 -0.218 0.877 6.182
H12 1.240 -0.670 5.824
H13 1.307 -3.254 4.951
H14 0.131 -3.135 2.486
H15 0.144 3.592 -2.475
H16 -2.222 3.664 -1.827
H17 -4.164 1.778 -2.300
H18 -3.148 -0.485 -1.181
C21 -4.045 -0.981 2.615
C22 -4.623 -2.119 2.052
C23 -3.983 -2.751 1.013
C24 -2.745 -2.283 0.562
N6 -2.178 -1.197 1.128
C25 -2.851 -0.553 2.116
N7 -2.187 -2.951 -0.525
C26 -0.930 -3.015 -0.760
N8 0.106 -2.433 -0.039
C27 1.315 -2.856 -0.632
N9 2.499 -2.656 -0.236
C28 2.894 -1.836 0.805
C29 4.114 -2.167 1.404
C30 4.638 -1.377 2.396
C31 3.950 -0.222 2.763
C32 2.766 0.055 2.143
N10 2.198 -0.731 1.188
C33 1.004 -3.676 -1.819
C34 1.833 -4.281 -2.742
C35 1.223 -5.015 -3.755
C36 -0.167 -5.144 -3.817
C37 -0.988 -4.533 -2.876
C38 -0.373 -3.787 -1.889
H19 -4.526 -0.437 3.418
H20 -5.575 -2.490 2.418
H21 -4.397 -3.619 0.520
H22 -2.385 0.344 2.508
H23 4.618 -3.052 1.041
H24 5.580 -1.636 2.867
H25 4.337 0.457 3.512
H26 2.223 0.943 2.405
H27 2.912 -4.192 -2.663
H28 1.837 -5.508 -4.500
H29 -0.610 -5.739 -4.608
H30 -2.066 -4.661 -2.893
C39 -2.318 -1.753 -4.878
C40 -1.130 -0.859 -4.737
C41 -0.623 -0.091 -5.737
C42 0.505 0.698 -5.462
N11 1.055 0.740 -4.251
C43 0.560 -0.010 -3.264
S1 1.333 0.049 -1.743
N12 -0.513 -0.811 -3.528
C44 1.136 1.545 -6.520
H31 -2.726 -1.684 -5.883
H32 -3.096 -1.471 -4.165
H33 -2.042 -2.789 -4.683
H34 -1.077 -0.102 -6.719
H35 -0.840 -1.418 -2.796
H36 0.668 1.403 -7.493
H37 2.199 1.308 -6.586
H38 1.064 2.598 -6.237